{"formula": "C4H6NO4P", "method": "ωB97M-V/def2-TZVPD", "e_above_lowest_ev": 3.2947, "homo_energy_ha": [-0.32697, -0.32698], "orbital_gap_ev": [8.02, 8.02], "total_charge": 0, "e_lumo_ev": [-0.87, -0.87], "species": ["C", "C", "C", "C", "N", "O", "O", "O", "O", "P", "H", "H", "H", "H", "H", "H"], "positions_angstrom": [[-0.9653, -1.5940, -0.2107], [-0.1581, 0.6608, 0.1270], [-2.2054, -0.6583, 0.0290], [-1.6939, 0.7415, 0.3868], [0.1275, -0.6680, -0.0974], [-0.9277, -2.7643, -0.4312], [0.6157, 1.5783, 0.0609], [3.2368, 1.1181, -0.8751], [1.8481, -0.9496, -0.1311], [2.6303, 0.3270, 0.4466], [-3.0169, -0.6991, -0.8304], [-2.8512, -1.1790, 0.6976], [-1.7203, 0.9369, 1.4462], [-2.1078, 1.6635, -0.0968], [3.2812, 2.0609, -0.7238], [3.9069, -0.5747, 0.2025]], "lowdin_charge": [-0.3819, -0.4726, -0.0767, -0.0628, 0.1417, 0.1344, 0.0006, -0.3421, -0.3078, 0.7747, 0.1642, 0.0983, 0.1161, 0.1395, 0.0314, 0.0430]}